Below is C21H16Cl2N3O3Pd as an isolated structure, with properties calculated with the ωB97M-V functional and the def2-TZVPD basis.

Values from the calculation:
Frontier orbital gap, eV: 5.79
Relative energy (zero: lowest compared OMol25 entry of this formula, charge and spin), kcal per mole: 3.1

Geometry as ORCA input:
```
! RIJCOSX wB97M-V def2-TZVPD def2/J DEFGRID3
* xyz 1 1
N -2.1291 0.4309 -1.4695
H 3.0594 -1.8709 -1.5057
H -0.6309 3.9546 2.3606
C -3.8896 -2.7646 -1.9595
C 3.3762 -1.0881 0.4665
C -0.5669 3.5020 0.2508
O -0.4396 2.7466 -0.7171
C 4.4532 -3.0593 -0.3773
H -2.7889 2.3608 -1.5845
C -4.7067 -0.3862 -2.0707
H 5.4022 -2.4286 2.8222
C -1.0721 4.8868 -0.0037
C -2.4118 -0.9054 -1.5828
Pd -0.2139 0.7031 -0.9655
H -5.1359 1.7088 -2.1244
N 2.0359 0.7632 1.4326
H 1.8271 2.0313 3.7606
C -1.5467 -3.1171 -1.4764
H 5.7793 -4.0379 0.9932
O -0.1223 -1.2264 -1.1491
C -4.3911 0.9422 -1.9702
C 0.7485 1.9725 3.6094
C -0.2810 3.2002 1.6676
H -0.3713 5.6196 0.4009
C 2.4332 -0.0130 0.2398
C 3.5910 -2.0001 -0.5728
C -3.7073 -1.3633 -1.8781
H -2.9781 -4.6799 -1.8226
H 3.8579 -0.5265 2.4898
C -2.8340 -3.6104 -1.7603
C 5.1016 -3.2074 0.8453
H 4.6218 -3.7743 -1.1705
N 0.9418 1.2742 1.2135
O 1.9865 0.3232 -0.8405
C -1.3088 -1.7627 -1.3887
C 4.0227 -1.2416 1.6969
H -2.0159 5.0281 0.5293
C 0.4338 2.1807 2.1710
H -1.2136 5.0520 -1.0673
H 0.4343 0.9744 3.9189
C 4.8893 -2.3039 1.8788
H 0.2517 2.7149 4.2276
Cl -0.2444 -4.2182 -1.2410
C -3.0756 1.3209 -1.6635
Cl -5.4566 -3.4051 -2.3106
H -5.7152 -0.6998 -2.3030
*
```

Below is C21H16N4O4S2Y as an isolated structure, with properties calculated with the ωB97M-V functional and the def2-TZVPD basis.

Values from the calculation:
Frontier orbital gap, eV: 7.03
Relative energy (zero: lowest compared OMol25 entry of this formula, charge and spin), kcal per mole: 2.5

Geometry as ORCA input:
```
! RIJCOSX wB97M-V def2-TZVPD def2/J DEFGRID3
* xyz -1 1
C 0.9717 -3.7271 0.9225
C 0.7665 -5.0336 1.3627
C -1.4989 2.0440 2.0377
C 0.4418 0.7785 1.0342
C 0.1448 -2.5951 1.3925
H -3.6582 1.5431 -0.9833
C -2.0922 2.6719 -1.9154
C -1.9577 0.3116 -1.4208
C -0.8077 2.5829 -2.4086
C -0.6683 0.2482 -1.9320
H -2.2715 5.3334 1.8126
C 2.8517 -4.3652 -0.2592
C -2.6616 1.5123 -1.4048
H -0.0512 -5.2617 2.0311
N 0.5556 -1.4293 1.0411
C -2.1981 3.2252 2.2213
Y 2.5255 -1.0467 -0.6126
O 4.2787 -1.6750 -0.3164
S 2.4843 0.4037 -3.0323
H 3.6966 -3.9966 -0.8318
H -2.4128 -0.5809 -1.0111
S 0.2285 3.8272 -3.1252
C -0.0836 1.4077 -2.4082
H 3.4330 -6.4271 -0.1843
H 1.0920 3.2177 0.2109
C 1.6407 -6.0223 0.9459
C 2.7110 -5.6875 0.1317
H -0.7481 -3.3135 3.2060
O -0.3150 4.2485 -4.3880
C -0.3065 2.0426 1.3152
C -1.0466 -2.8445 2.2649
O 1.5326 0.8606 0.4056
H -2.6252 3.6134 -1.9094
H -1.5338 -1.8992 2.4812
H -0.1618 5.3265 0.5079
N 1.9797 -3.4242 0.0967
H -3.1244 3.2225 2.7834
H 1.5003 -7.0449 1.2742
C -1.7174 4.4121 1.6775
H -1.8656 1.1096 2.4389
C 1.3018 1.6348 -2.9506
C -0.5320 4.4148 0.9577
C 0.1738 3.2330 0.7824
H -1.7557 -3.5156 1.7734
H -0.1284 -0.6905 -1.9554
N -0.1515 -0.3419 1.4478
O 0.5327 4.8459 -2.1564
N 1.5308 2.8507 -3.3510
*
```

Below is C21H16N8O4S as an isolated structure, with properties calculated with the ωB97M-V functional and the def2-TZVPD basis.

Values from the calculation:
Frontier orbital gap, eV: 6.43

Geometry as ORCA input:
```
! RIJCOSX wB97M-V def2-TZVPD def2/J DEFGRID3
* xyz 0 1
C 0.6218 0.4143 2.1538
C -3.9624 -0.4166 1.7585
H -3.0731 1.0527 -3.9128
O -0.6258 0.5400 -4.3022
H -1.9481 0.3671 4.3241
H 0.7950 -2.4093 1.3295
O -6.0853 2.8875 -2.3668
C -1.6056 1.3215 -2.3597
H -0.9869 -1.7023 3.7141
C 5.3260 0.0893 3.2726
N 1.3171 -0.7531 2.4652
H -6.0849 -0.1951 1.7482
C 3.1024 0.7315 2.6927
N -0.5782 0.5807 -3.0701
H -1.4179 -2.7582 2.3938
H -0.3497 1.7069 -0.6884
H -1.5928 -0.9215 0.8445
C -1.3149 1.8458 -1.1420
C -2.8831 1.4739 -2.9388
O -5.3442 1.7432 -4.0479
N -2.2161 3.1851 0.7472
H 5.6543 -1.9979 3.5896
H 6.3509 0.3541 3.4739
H 3.3105 -2.6212 3.1403
C 4.4138 1.0771 2.9490
C -2.7907 -0.2704 2.4826
C -5.1783 -0.0802 2.3189
N -2.2817 2.5584 -0.4508
C 2.6967 -0.6041 2.7675
N -3.4131 3.5586 0.6852
H -6.1868 0.6609 4.0490
C -2.8610 0.2304 3.7707
C 3.6223 -1.5936 3.0921
O 0.3050 0.0242 -2.4143
H -4.1165 0.9355 5.3437
H 4.7087 2.1099 2.8903
C -0.8477 -1.8535 2.6392
N -5.1866 2.2683 -2.9428
C 0.6333 -2.0436 2.3476
C -3.6017 2.7019 -1.0340
H 1.0961 -2.7691 3.0251
S 1.7498 1.7758 2.2334
C 4.9318 -1.2381 3.3408
H -3.9163 -0.7963 0.7527
N -4.3564 3.4139 -0.1861
C -1.4411 -0.6311 1.8961
C -5.2370 0.4024 3.6096
N -0.6239 0.5298 1.8505
C -3.8853 2.1420 -2.3072
C -4.0755 0.5589 4.3352
*
```

| no. | total energy (hartree) |
| --- | --- |
| 1 | -2247.8517 |
| 2 | -2164.7243 |
| 3 | -1946.7534 |